1.
Entry from OMol25: a molecular structure, C24H51F13IInO19PS6 at a distorted geometry (ωB97M-V/def2-TZVPD).

Results
* net charge: -1
* electronic energy: -6891.23548 a.u.
* F_max: 2.2 eV/A
* gap between HOMO and LUMO: 7.739 eV
* HOMO energy: -0.2243 Eh

The geometry in XYZ format:
```
116
Properties=species:S:1:pos:R:3:lowdin_charge:R:1
O 2.25248 2.37564 -0.36779 -0.054
C 2.25988 1.32684 0.22632 -0.888
I 0.57338 0.99638 1.63726 0.664
C 3.23950 0.25426 0.14453 -0.279
In 3.21255 -0.77373 -1.88521 0.705
C 4.47630 -2.60695 -1.57790 -0.245
C 4.11265 -3.20033 -0.20115 -0.196
C 4.26217 -4.70763 -0.18223 -0.458
F 3.42739 -5.34320 -1.02747 0.130
F 5.52810 -4.97852 -0.63210 0.102
C 4.23553 -5.37406 1.21198 -0.346
F 4.74264 -6.63047 1.06294 0.134
F 5.06172 -4.73673 2.06306 0.155
C 2.84769 -5.63910 1.87981 -0.346
F 3.15638 -6.33099 3.01017 0.107
F 2.16034 -6.48602 1.11380 0.153
C 2.03437 -4.39311 2.36906 -0.369
F 1.62106 -4.64285 3.63354 0.110
F 2.82732 -3.30438 2.44943 0.132
S 0.46527 -3.97075 1.36239 0.743
F -0.07475 -5.42745 1.65102 -0.120
F -0.27222 -3.46600 2.67480 -0.127
F 0.93493 -2.49258 1.11808 -0.166
F 1.16839 -4.42837 0.03761 -0.113
F -0.84108 -3.68606 0.54318 -0.095
C 1.11903 -1.51681 -2.17416 -0.319
P 0.53070 -1.30796 -3.81392 0.289
O -0.24419 -0.06935 -4.01298 -0.318
O -0.38110 -2.59344 -4.13726 -0.144
O 1.75548 -1.43049 -4.84232 -0.179
H 4.22775 0.64763 0.35670 0.058
H 3.00070 -0.48326 0.90205 0.000
H 3.80271 0.26765 -3.18666 -0.068
H 4.32023 -3.31762 -2.38096 0.039
H 5.51867 -2.31398 -1.57097 0.027
H 4.83998 -2.83139 0.50991 0.123
H 3.10728 -2.89652 0.06217 0.063
H 1.10038 -2.57269 -1.91266 0.005
H 0.45270 -1.00534 -1.49030 0.013
H -0.91967 -2.37350 -4.90267 0.067
H 2.23285 -0.59199 -4.81403 0.032
O 1.28500 7.86413 -3.32790 -0.293
S 0.23617 7.78592 -2.34929 0.573
O 0.13335 8.79353 -1.33709 -0.278
O 0.25986 6.35670 -1.67820 -0.251
C 1.50582 5.86573 -1.12624 -0.230
C 1.82225 6.48849 0.21822 -0.069
C -1.31432 7.61200 -3.15892 -0.126
H 2.31535 6.02215 -1.83999 0.118
H 1.37291 4.79230 -1.01307 0.111
H 2.04729 7.55105 0.12272 0.068
H 2.68628 5.99326 0.66046 0.082
H 0.97236 6.39276 0.89346 0.085
H -1.23852 6.81902 -3.89633 0.078
H -1.54097 8.55976 -3.64292 0.074
H -2.07288 7.37943 -2.41880 0.066
O 2.08246 11.15721 -7.94396 -0.277
S 2.30406 12.15928 -6.94699 0.558
O 3.62861 12.45774 -6.50145 -0.276
O 1.37654 11.86026 -5.69819 -0.265
C 1.43084 10.53687 -5.10274 -0.241
C 2.64070 10.33502 -4.22252 -0.072
C 1.51936 13.65777 -7.43901 -0.129
H 1.37651 9.77963 -5.88552 0.118
H 0.52288 10.45543 -4.50821 0.113
H 3.56084 10.32565 -4.80815 0.076
H 2.55687 9.38831 -3.69719 0.045
H 2.72676 11.14354 -3.49470 0.089
H 0.49964 13.43687 -7.74044 0.072
H 2.08593 14.05769 -8.27661 0.073
H 1.53991 14.35244 -6.60408 0.072
O -0.59810 -6.53508 7.84722 -0.291
S 0.46231 -7.35003 8.36602 0.571
O 1.59451 -6.74730 8.99345 -0.266
O 0.94724 -8.33808 7.22712 -0.259
C 1.30912 -7.77694 5.94166 -0.235
C 2.67752 -7.13098 5.94490 -0.060
C -0.21162 -8.57252 9.43787 -0.115
H 0.53973 -7.07372 5.61836 0.114
H 1.29245 -8.61746 5.25114 0.125
H 2.69070 -6.23318 6.56267 0.080
H 2.94934 -6.85306 4.92694 0.056
H 3.42692 -7.81421 6.34561 0.088
H -1.04747 -9.05616 8.93772 0.072
H -0.54751 -8.06202 10.33779 0.077
H 0.56726 -9.28974 9.67999 0.075
O -4.17479 6.31552 -3.79011 -0.280
S -5.20733 5.46125 -3.28439 0.566
O -4.89202 4.39291 -2.39428 -0.258
O -6.04153 4.89475 -4.51221 -0.265
C -5.30493 4.24856 -5.57574 -0.250
C -4.87931 2.83995 -5.21231 -0.068
C -6.48679 6.44126 -2.57635 -0.122
H -4.44876 4.86333 -5.85665 0.113
H -5.98523 4.22935 -6.42502 0.118
H -4.13134 2.84137 -4.42109 0.078
H -4.45086 2.34312 -6.08243 0.083
H -5.73205 2.26215 -4.85640 0.084
H -6.75393 7.22938 -3.27447 0.072
H -6.09317 6.86507 -1.65544 0.077
H -7.33781 5.80085 -2.36272 0.074
O -3.47367 -9.51986 6.27644 -0.284
S -4.26604 -8.32605 6.32644 0.572
O -5.57659 -8.36069 6.90137 -0.281
O -4.36131 -7.72061 4.85685 -0.261
C -4.79401 -8.59329 3.79565 -0.253
C -6.29521 -8.80564 3.79747 -0.075
C -3.33206 -7.02643 7.04761 -0.127
H -4.25694 -9.54124 3.85497 0.113
H -4.48681 -8.10173 2.87480 0.122
H -6.61346 -9.37305 4.67099 0.070
H -6.59586 -9.35454 2.90461 0.079
H -6.81682 -7.84923 3.81953 0.084
H -2.36508 -6.98620 6.57010 0.049
H -3.22340 -7.25186 8.10431 0.074
H -3.87263 -6.09265 6.91663 0.084
```

***

2.
Entry from OMol25: a molecular structure, C24H51GaIN2O5S (ωB97M-V/def2-TZVPD).

Results
* net charge: -1
* expectation value of S²: 2.01
* electronic energy: -4051.32288 a.u.
* energy relative to the best compared isomer or geometry (same formula, charge and spin): 0.000 eV
* multiplicity: 3
* F_max: 0.5 eV/A
* gap between HOMO and LUMO (alpha / beta): 6.397 / 6.278 eV
* HOMO energy (alpha / beta): -0.1783 / -0.1783 Eh

The geometry in XYZ format:
```
85
Properties=species:S:1:pos:R:3:lowdin_charge:R:1
C -5.65775 9.04503 4.64018 -0.257
C -5.19438 8.17974 3.48174 -0.836
I -3.47955 9.18051 2.57684 0.683
C -4.91161 6.70239 3.78734 -0.367
Ga -5.10691 6.00696 5.71370 0.315
C -3.84716 4.42351 6.08132 -0.332
C -2.93738 3.90251 4.95645 -0.322
C -1.54343 4.53637 5.03106 -0.250
S -0.72224 4.79391 3.48836 0.585
O 0.70494 4.79719 3.67886 -0.311
O -1.32464 5.85722 2.74826 -0.294
O -1.09177 3.39213 2.78821 -0.191
H -5.87316 10.06376 4.31359 0.048
H -6.57099 8.60562 5.05329 0.067
H -4.91590 9.07401 5.43648 0.037
H -5.93474 8.25887 2.68669 0.046
H -3.93871 6.41122 3.38840 -0.009
H -5.63902 6.13111 3.20037 0.036
H -6.62871 5.44336 5.85903 -0.106
H -4.86581 7.12304 6.85558 -0.094
H -4.48012 3.59990 6.42348 0.023
H -3.22412 4.69530 6.94167 0.026
H -3.36112 4.06906 3.96267 0.090
H -2.79741 2.82098 5.05266 0.095
H -1.60015 5.53787 5.46581 0.115
H -0.84644 3.92615 5.60208 0.104
H -0.55825 3.30057 1.97661 0.078
C 0.44726 -0.99852 -2.16758 -0.024
C 0.71065 0.23289 -1.28866 -0.475
C 1.81524 -0.04400 -0.25810 -0.128
C 1.38190 -0.97594 0.87010 -0.172
C 0.10923 -0.46954 1.54453 -0.124
C -1.04263 -0.24015 0.55658 -0.484
N -0.51812 0.65362 -0.53350 -0.104
O -0.54152 1.89903 -0.23678 -0.024
C -1.57957 -1.57155 0.02688 -0.033
C -2.18875 0.48868 1.24362 -0.027
C 1.12882 1.38879 -2.19113 -0.042
H 0.74592 -1.92644 -1.68739 0.043
H -0.60295 -1.07454 -2.44610 0.086
H 1.02760 -0.92266 -3.08690 0.081
H 2.12849 0.91193 0.17253 0.125
H 2.67699 -0.45643 -0.79110 0.124
H 1.23790 -1.99412 0.49545 0.093
H 2.18250 -1.03626 1.61027 0.113
H -0.23128 -1.17453 2.30771 0.125
H 0.32128 0.47445 2.05535 0.125
H -2.30524 -1.40327 -0.77005 0.091
H -2.09057 -2.07848 0.84636 0.088
H -0.80967 -2.24204 -0.34355 0.055
H -1.84252 1.41675 1.68094 0.053
H -2.58285 -0.14533 2.04003 0.094
H -2.99617 0.71546 0.54670 0.098
H 0.32878 1.64347 -2.88773 0.094
H 2.00339 1.07442 -2.76360 0.087
H 1.37842 2.27799 -1.62013 0.078
C 2.77904 -5.96399 -5.90108 -0.028
C 3.56470 -4.87103 -5.15696 -0.481
C 4.94793 -5.36900 -4.71509 -0.134
C 4.90217 -6.36262 -3.55874 -0.175
C 4.11868 -5.79629 -2.37829 -0.131
C 2.70618 -5.33720 -2.75983 -0.487
N 2.83444 -4.39830 -3.92956 -0.108
O 3.10050 -3.18892 -3.60277 -0.028
C 1.80448 -6.53245 -3.07389 -0.032
C 2.06955 -4.57027 -1.60767 -0.044
C 3.72188 -3.67671 -6.09248 -0.045
H 3.10637 -6.97059 -5.64492 0.070
H 1.71133 -5.88879 -5.70299 0.084
H 2.92141 -5.84038 -6.97446 0.081
H 5.54249 -4.50104 -4.41475 0.125
H 5.44221 -5.81163 -5.58453 0.125
H 4.47153 -7.31409 -3.88319 0.101
H 5.92204 -6.58639 -3.23980 0.112
H 4.03360 -6.53840 -1.57987 0.124
H 4.65864 -4.93908 -1.96529 0.126
H 0.84469 -6.19645 -3.46821 0.093
H 1.61685 -7.07194 -2.14475 0.089
H 2.23846 -7.23708 -3.77649 0.059
H 2.69507 -3.74533 -1.27696 0.078
H 1.91879 -5.25702 -0.77265 0.091
H 1.10060 -4.16883 -1.90532 0.083
H 2.74777 -3.26750 -6.36353 0.095
H 4.22228 -4.01632 -7.00118 0.087
H 4.31035 -2.88432 -5.64021 0.078
```